1.
{"formula": "C36H41AsBrFeN6OTe", "method": "ωB97M-V/def2-TZVPD", "symbols": ["Fe", "C", "C", "C", "C", "C", "N", "C", "C", "C", "C", "C", "C", "C", "N", "C", "C", "C", "N", "C", "C", "N", "C", "C", "C", "N", "H", "H", "H", "H", "H", "H", "H", "H", "H", "H", "H", "H", "H", "H", "H", "H", "H", "H", "O", "C", "C", "C", "N", "C", "Br", "C", "H", "H", "H", "H", "C", "Te", "C", "H", "H", "H", "H", "H", "H", "C", "As", "C", "C", "C", "C", "C", "C", "C", "C", "H", "H", "H", "H", "H", "H", "H", "H", "H", "H", "H", "H", "H"], "xyz": [[-0.645, -0.358, -0.085], [4.357, -0.652, -4.655], [3.590, -0.564, -3.367], [3.782, 0.507, -2.489], [3.035, 0.632, -1.333], [2.080, -0.325, -0.981], [1.321, -0.292, 0.201], [2.043, -0.684, 1.310], [3.365, -1.184, 1.241], [4.061, -1.597, 2.358], [3.498, -1.581, 3.632], [4.230, -2.086, 4.842], [2.200, -1.112, 3.722], [1.508, -0.662, 2.605], [0.197, -0.148, 2.813], [-0.243, 0.489, 3.910], [-1.595, 0.701, 3.763], [-1.891, 0.157, 2.518], [-0.802, -0.363, 1.940], [1.939, -1.413, -1.835], [2.651, -1.524, -3.024], [1.114, -2.497, -1.416], [1.412, -3.799, -1.581], [0.363, -4.537, -1.099], [-0.546, -3.579, -0.645], [-0.101, -2.339, -0.834], [5.417, -0.462, -4.492], [4.255, -1.635, -5.112], [4.002, 0.088, -5.374], [4.518, 1.263, -2.732], [3.208, 1.464, -0.662], [3.855, -1.250, 0.282], [5.072, -1.966, 2.228], [5.300, -2.157, 4.653], [4.087, -1.427, 5.699], [3.880, -3.079, 5.131], [1.696, -1.117, 4.681], [0.433, 0.745, 4.705], [-2.260, 1.191, 4.450], [-2.825, 0.155, 1.993], [2.478, -2.373, -3.675], [2.353, -4.091, -2.010], [0.269, -5.605, -1.067], [-1.504, -3.762, -0.197], [-0.468, 5.498, 2.563], [-0.522, 4.368, 1.838], [0.590, 3.598, 1.519], [0.400, 2.448, 0.786], [-0.793, 2.008, 0.340], [-1.823, 2.791, 0.648], [-3.540, 2.301, 0.022], [-1.765, 3.959, 1.380], [0.444, 5.700, 2.804], [1.585, 3.878, 1.838], [1.234, 1.809, 0.539], [-2.648, 4.541, 1.588], [-4.968, -0.715, 0.416], [-3.161, -1.580, -0.280], [-2.962, -2.854, 1.417], [-5.622, -1.541, 0.684], [-5.413, -0.159, -0.404], [-4.809, -0.059, 1.265], [-3.552, -2.422, 2.220], [-1.918, -2.884, 1.712], [-3.332, -3.845, 1.173], [-2.348, 1.341, -3.132], [-0.789, 0.363, -2.523], [0.546, 1.466, -3.384], [-0.868, -1.199, -3.724], [-1.017, -0.873, -5.176], [-2.272, -0.745, -5.765], [-2.396, -0.419, -7.107], [-1.264, -0.215, -7.884], [-0.008, -0.345, -7.309], [0.112, -0.672, -5.967], [-2.287, 1.423, -4.217], [-2.337, 2.333, -2.686], [-3.273, 0.839, -2.852], [0.230, 1.640, -4.413], [1.518, 0.978, -3.374], [0.617, 2.418, -2.857], [-1.688, -1.824, -3.360], [0.056, -1.745, -3.551], [-3.162, -0.914, -5.170], [-3.379, -0.330, -7.550], [-1.361, 0.037, -8.930], [0.879, -0.197, -7.909], [1.096, -0.776, -5.524]], "total_charge": 1, "orbital_gap_ev": [7.6, 7.6], "homo_ha": [-0.343, -0.345]}



2.
{"formula": "C40H40FLuN6O7S2", "method": "ωB97M-V/def2-TZVPD", "symbols": ["Lu", "C", "N", "C", "C", "N", "C", "C", "C", "C", "C", "C", "C", "S", "C", "C", "C", "C", "C", "C", "S", "H", "H", "H", "H", "H", "H", "H", "H", "H", "H", "H", "H", "H", "H", "H", "H", "H", "H", "F", "C", "C", "C", "C", "O", "C", "C", "N", "C", "C", "C", "C", "C", "C", "N", "C", "C", "N", "C", "C", "C", "O", "O", "H", "H", "H", "H", "H", "H", "H", "H", "H", "H", "H", "H", "H", "H", "H", "H", "H", "H", "O", "C", "O", "C", "C", "C", "C", "C", "C", "N", "O", "O", "H", "H", "H", "H"], "xyz": [[2.292, 0.989, 0.202], [2.448, 4.501, -0.312], [3.158, 3.633, 0.648], [2.720, 3.956, 2.017], [2.983, 2.824, 2.985], [2.114, 1.655, 2.721], [2.675, 0.463, 3.399], [0.755, 1.928, 3.182], [0.486, 1.883, 4.547], [-0.780, 2.129, 5.052], [-1.806, 2.437, 4.167], [-1.545, 2.501, 2.810], [-0.267, 2.256, 2.277], [-0.050, 2.373, 0.545], [4.601, 3.812, 0.516], [5.124, 5.097, 0.370], [6.484, 5.320, 0.241], [7.348, 4.232, 0.263], [6.841, 2.956, 0.423], [5.464, 2.709, 0.562], [4.932, 1.059, 0.801], [2.510, 5.561, -0.037], [1.401, 4.223, -0.334], [2.883, 4.365, -1.299], [1.652, 4.178, 1.989], [3.243, 4.850, 2.376], [2.811, 3.180, 4.008], [4.018, 2.497, 2.900], [2.995, 0.678, 4.424], [3.546, 0.118, 2.846], [1.922, -0.321, 3.417], [1.286, 1.647, 5.239], [-0.958, 2.080, 6.119], [-2.805, 2.638, 4.537], [-2.335, 2.757, 2.111], [4.457, 5.951, 0.358], [6.859, 6.330, 0.121], [8.416, 4.382, 0.155], [7.504, 2.099, 0.445], [-4.277, 0.141, 0.469], [-3.396, -0.888, 0.388], [-2.079, -0.671, 0.669], [-1.194, -1.744, 0.621], [0.231, -1.482, 0.842], [0.579, -0.383, 1.267], [1.125, -2.554, 0.520], [0.616, -3.781, 0.288], [-0.724, -4.065, 0.224], [-1.151, -5.428, 0.031], [-0.547, -6.477, 0.907], [-1.977, -6.072, 1.106], [-1.645, -3.030, 0.301], [-2.996, -3.216, -0.005], [-3.874, -2.146, 0.023], [-5.233, -2.364, -0.350], [-5.969, -1.296, -0.994], [-7.083, -1.901, -1.824], [-7.965, -2.714, -0.906], [-7.183, -3.783, -0.184], [-6.053, -3.116, 0.573], [2.618, -2.323, 0.438], [3.357, -3.279, 0.633], [2.931, -1.115, 0.169], [-1.695, 0.324, 0.902], [1.291, -4.611, 0.120], [-1.364, -5.698, -0.997], [0.170, -6.146, 1.646], [-0.329, -7.439, 0.466], [-2.204, -5.466, 1.975], [-2.762, -6.754, 0.808], [-3.355, -4.184, -0.331], [-5.316, -0.736, -1.658], [-6.397, -0.581, -0.277], [-6.688, -2.584, -2.572], [-7.702, -1.143, -2.297], [-8.741, -3.122, -1.422], [-8.366, -2.083, -0.210], [-6.794, -4.454, -0.945], [-7.867, -4.316, 0.473], [-5.459, -3.883, 1.064], [-6.479, -2.472, 1.364], [2.873, 1.816, -1.786], [2.049, 1.060, -2.377], [1.242, 0.333, -1.740], [2.028, 1.031, -3.873], [3.055, 1.614, -4.601], [3.028, 1.582, -5.989], [1.970, 0.985, -6.652], [0.955, 0.415, -5.903], [0.969, 0.418, -4.523], [-0.180, -0.219, -6.605], [-1.025, -0.778, -5.935], [-0.194, -0.172, -7.818], [3.868, 2.086, -4.063], [3.833, 2.029, -6.556], [1.918, 0.954, -7.730], [0.174, -0.043, -3.954]], "orbital_gap_ev": 3.8, "homo_ha": -0.208}



3.
{"formula": "C17H15LiN3O5", "method": "ωB97M-V/def2-TZVPD", "symbols": ["Li", "C", "O", "O", "O", "C", "C", "C", "C", "C", "C", "N", "O", "O", "H", "H", "H", "H", "H", "N", "C", "C", "C", "C", "C", "H", "H", "H", "H", "H", "N", "C", "C", "C", "C", "C", "H", "H", "H", "H", "H"], "xyz": [[-0.271, 16.679, 0.265], [1.902, 15.877, 0.626], [1.026, 16.080, 1.566], [3.057, 15.404, 0.858], [1.469, 16.189, -0.569], [-0.270, 17.279, -4.598], [-0.501, 18.220, -5.592], [-0.465, 19.566, -5.275], [-0.163, 19.951, -3.963], [0.148, 19.006, -2.997], [0.099, 17.650, -3.323], [-0.031, 21.380, -3.676], [0.253, 21.687, -2.528], [-0.194, 22.182, -4.579], [-0.303, 16.220, -4.831], [-0.769, 17.923, -6.597], [-0.611, 20.325, -6.029], [0.448, 19.298, -2.000], [0.193, 16.913, -2.541], [-0.707, 18.617, 0.450], [0.294, 19.366, 0.925], [0.212, 20.743, 1.087], [-0.957, 21.390, 0.719], [-1.992, 20.621, 0.204], [-1.822, 19.256, 0.089], [1.173, 18.858, 1.304], [1.074, 21.238, 1.510], [-1.081, 22.451, 0.894], [-2.914, 21.094, -0.107], [-2.613, 18.638, -0.320], [-2.018, 15.658, -0.497], [-1.358, 14.662, -1.125], [-1.960, 13.631, -1.792], [-3.335, 13.665, -1.965], [-4.051, 14.685, -1.354], [-3.342, 15.648, -0.644], [-0.272, 14.628, -1.033], [-1.384, 12.795, -2.164], [-3.788, 12.805, -2.445], [-5.127, 14.652, -1.456], [-3.851, 16.490, -0.184]], "total_charge": -1, "orbital_gap_ev": 4.4, "homo_ha": -0.099}



4.
{"formula": "C31H34AuN3O2", "method": "ωB97M-V/def2-TZVPD", "symbols": ["Au", "O", "C", "O", "C", "C", "C", "C", "C", "C", "N", "C", "C", "C", "C", "C", "C", "N", "H", "H", "H", "H", "H", "H", "H", "H", "H", "H", "C", "C", "C", "C", "C", "C", "C", "C", "N", "C", "C", "C", "C", "C", "C", "C", "C", "C", "C", "H", "H", "H", "H", "H", "H", "H", "H", "H", "H", "H", "H", "H", "H", "H", "H", "H", "H", "H", "H", "H", "H", "H", "H"], "xyz": [[-0.149, -0.109, -0.386], [0.645, -7.597, 0.011], [-0.613, -7.150, 0.205], [-1.508, -7.933, 0.336], [-0.829, -5.658, 0.251], [0.174, -4.715, 0.089], [-0.118, -3.359, 0.140], [-1.415, -2.938, 0.364], [-2.428, -3.878, 0.517], [-2.133, -5.226, 0.461], [-1.632, -1.506, 0.412], [-2.750, -1.034, 0.772], [-3.000, 0.436, 0.865], [-4.272, 0.947, 0.697], [-4.424, 2.329, 0.703], [-3.308, 3.118, 0.897], [-2.074, 2.503, 1.088], [-1.926, 1.184, 1.072], [1.265, -6.864, -0.069], [1.206, -4.994, -0.087], [0.657, -2.613, -0.005], [-3.457, -3.582, 0.669], [-2.909, -5.970, 0.575], [-3.585, -1.687, 1.014], [-5.117, 0.286, 0.541], [-5.397, 2.776, 0.551], [-3.382, 4.198, 0.908], [-1.173, 3.085, 1.241], [4.652, -0.090, 1.427], [4.160, 0.708, 0.243], [5.028, 1.546, -0.456], [4.544, 2.265, -1.537], [5.454, 3.183, -2.320], [3.209, 2.155, -1.920], [2.290, 1.323, -1.240], [2.839, 0.609, -0.147], [0.955, 1.140, -1.556], [0.276, 1.863, -2.633], [0.877, 1.554, -4.024], [0.118, 2.295, -5.132], [-1.334, 1.812, -5.162], [-1.981, 2.102, -3.805], [-1.977, 3.612, -3.553], [-0.530, 4.107, -3.512], [0.149, 3.806, -4.857], [0.225, 3.389, -2.387], [-1.192, 1.400, -2.693], [5.718, 0.072, 1.594], [4.495, -1.161, 1.277], [4.124, 0.191, 2.341], [6.068, 1.632, -0.159], [6.474, 3.145, -1.937], [5.113, 4.220, -2.265], [5.480, 2.905, -3.376], [2.907, 2.735, -2.776], [2.183, -0.053, 0.417], [0.827, 0.470, -4.177], [1.930, 1.824, -4.063], [0.594, 2.087, -6.094], [-1.362, 0.736, -5.366], [-1.890, 2.311, -5.962], [-3.009, 1.728, -3.798], [-2.473, 3.833, -2.600], [-2.535, 4.129, -4.341], [-0.513, 5.183, -3.325], [1.184, 4.165, -4.845], [-0.369, 4.340, -5.661], [-0.270, 3.559, -1.422], [1.223, 3.807, -2.299], [-1.212, 0.313, -2.846], [-1.669, 1.611, -1.724]], "orbital_gap_ev": 5.0, "homo_ha": -0.231}



5.
{"formula": "C6H11OP", "method": "ωB97M-V/def2-TZVPD", "symbols": ["C", "C", "C", "C", "C", "C", "O", "P", "H", "H", "H", "H", "H", "H", "H", "H", "H", "H", "H"], "xyz": [[-0.446, -1.031, -1.017], [-0.155, -0.376, 1.275], [-0.852, 0.897, 0.707], [0.615, -0.909, 0.004], [-1.695, 0.481, -0.455], [1.865, -0.049, -0.340], [-1.829, 1.358, -1.496], [-0.621, -2.315, -2.095], [0.502, -0.140, 2.041], [-0.951, -1.035, 1.517], [-1.351, 1.285, 1.536], [-0.122, 1.548, 0.345], [1.054, -1.905, 0.196], [-2.707, 0.063, -0.224], [2.660, -0.451, 0.169], [1.572, 0.884, 0.052], [2.137, -0.102, -1.412], [-1.096, 1.904, -1.591], [-1.815, -1.884, -2.770]], "orbital_gap_ev": [6.8, 6.4], "multiplicity": 3, "homo_ha": [-0.218, -0.307]}